ORCA calculation (wB97M-V/def2-TZVPD) on a 3-piece molecular cluster, C27H51N8O2S2 overall at a distorted geometry.

Calculated values
E_HOMO (spin up / spin down) in Ha: -0.3673 / -0.4032
Relative energy (zero: lowest compared OMol25 entry of this formula, charge and spin) in kJ/mol: 0.0
Total charge: +1
HOMO-LUMO gap (spin up / spin down) in eV: 6.74 / 7.72
Spin multiplicity: 3
LUMO level (spin up / spin down) in eV: -3.2511 / -3.2511
M in g mol⁻¹: 583.9

Each line ends with the Mulliken spin population.
Cartesian coordinates (Å):
1 C -0.302 0.640 4.832  0.000
2 C 0.340 -0.499 5.129  0.000
3 C 0.325 -1.718 4.234  0.000
4 N 0.742 -1.418 2.853  0.000
5 N 1.478 -0.330 2.460  0.000
6 C 1.610 -0.416 1.121  -0.004
7 N 2.264 0.473 0.386  0.000
8 C 2.347 0.363 -1.073  0.000
9 S 0.931 1.074 -1.936  0.000
10 C -0.255 -0.286 -2.089  0.000
11 C -1.421 -0.254 -1.078  0.000
12 N 2.895 1.547 1.059  0.000
13 C 2.194 2.565 1.198  0.000
14 S 1.437 3.839 1.603  0.000
15 N 0.999 -1.506 0.655  0.014
16 C 0.487 -2.104 1.730  -0.009
17 N -0.241 -3.247 1.661  0.001
18 H -0.764 1.224 5.621  0.000
19 H -0.406 1.040 3.826  0.000
20 H 0.908 -0.553 6.051  0.000
21 H 0.964 -2.514 4.615  0.000
22 H -0.713 -2.037 4.171  0.000
23 H 1.820 0.397 3.067  0.000
24 H 2.543 -0.672 -1.344  0.000
25 H 3.194 0.981 -1.363  0.000
26 H -0.633 -0.276 -3.109  0.000
27 H 0.297 -1.216 -1.958  0.000
28 H -2.381 -0.096 -1.563  0.000
29 H -1.479 -1.215 -0.565  0.000
30 H -1.241 0.502 -0.315  0.000
31 H -0.325 -3.739 2.541  0.000
32 H 0.138 -3.859 0.937  0.002
33 C -3.274 7.193 -1.653  0.018
34 C -4.255 6.843 -0.503  0.009
35 C -4.457 8.040 0.437  0.027
36 C -3.300 8.291 1.399  -0.020
37 C -2.974 7.015 2.172  0.023
38 C -2.673 5.835 1.248  0.003
39 N -3.774 5.641 0.251  0.377
40 O -4.764 5.020 0.804  0.562
41 C -1.315 6.066 0.564  0.033
42 C -2.503 4.562 2.072  -0.011
43 C -5.592 6.542 -1.174  -0.007
44 H -2.310 6.703 -1.564  -0.011
45 H -3.675 6.867 -2.611  -0.001
46 H -3.097 8.267 -1.716  0.000
47 H -5.363 7.874 1.029  0.003
48 H -4.644 8.929 -0.166  0.003
49 H -2.422 8.656 0.859  0.000
50 H -3.576 9.080 2.101  0.002
51 H -2.119 7.178 2.832  0.001
52 H -3.822 6.764 2.817  0.004
53 H -1.115 5.287 -0.175  -0.017
54 H -0.524 6.027 1.315  0.001
55 H -1.220 7.033 0.076  0.001
56 H -3.369 4.359 2.698  0.002
57 H -1.637 4.676 2.727  0.000
58 H -2.337 3.697 1.425  -0.002
59 H -5.531 5.641 -1.785  -0.004
60 H -5.849 7.381 -1.822  0.001
61 H -6.397 6.413 -0.454  0.002
62 C 4.410 -5.065 -2.886  0.019
63 C 3.826 -5.511 -1.520  0.007
64 C 4.169 -6.976 -1.220  0.025
65 C 3.335 -7.992 -1.994  -0.019
66 C 1.849 -7.709 -1.798  0.028
67 C 1.466 -6.281 -2.189  0.017
68 N 2.344 -5.283 -1.484  0.384
69 O 1.943 -5.114 -0.267  0.538
70 C 1.554 -6.136 -3.718  0.018
71 C 0.006 -6.017 -1.834  -0.017
72 C 4.517 -4.644 -0.470  -0.005
73 H 3.656 -4.922 -3.652  -0.010
74 H 4.913 -4.103 -2.793  0.000
75 H 5.137 -5.784 -3.264  -0.001
76 H 4.026 -7.161 -0.150  0.003
77 H 5.231 -7.132 -1.417  0.003
78 H 3.599 -7.977 -3.055  0.000
79 H 3.565 -8.996 -1.636  0.002
80 H 1.250 -8.406 -2.386  0.002
81 H 1.590 -7.881 -0.748  0.003
82 H 1.383 -5.103 -4.024  -0.007
83 H 0.783 -6.752 -4.180  0.000
84 H 2.502 -6.467 -4.135  0.000
85 H -0.204 -6.211 -0.784  0.002
86 H -0.628 -6.677 -2.424  0.000
87 H -0.273 -4.986 -2.060  0.002
88 H 4.235 -3.595 -0.578  -0.002
89 H 5.595 -4.726 -0.611  0.001
90 H 4.287 -4.960 0.546  0.003

Force components x, y, z for each atom (eV/Å):
0.2 -0.1 0.2
-0.1 0.5 -0.3
0.9 0.7 -0.5
-0.5 -0.5 0.1
0.4 0.6 -0.3
-0.1 -0.3 0.4
0.3 -0.4 -0.2
-0.1 0.4 0.1
0.1 0.2 -0.3
-0.3 -0.4 0.4
0.3 -0.3 0.0
-0.7 0.2 -0.4
0.4 -0.2 0.5
0.0 0.1 -0.2
0.1 -0.1 -0.2
0.1 0.2 -0.3
0.7 -0.1 0.3
1.0 0.6 0.1
-1.0 -0.7 -0.2
-0.9 -0.6 0.5
-0.1 0.0 0.1
0.1 -0.3 0.0
-0.1 -0.2 0.3
-0.1 0.0 0.0
0.1 -0.1 0.0
0.1 0.1 -0.1
0.1 0.1 -0.1
0.0 0.3 0.0
0.0 0.0 0.0
-0.2 0.1 -0.1
-0.1 0.0 -0.1
-0.3 0.0 -0.1
0.2 -0.2 0.0
0.3 0.5 -1.2
0.0 0.0 0.5
0.0 -0.1 -0.1
-0.3 0.3 0.0
1.3 -0.1 -0.1
-1.2 0.5 1.3
0.2 -0.4 -0.4
0.0 0.1 -0.2
-0.3 -0.2 0.1
-0.2 -0.2 0.2
0.0 0.0 0.1
-0.1 0.0 0.0
0.0 0.0 0.0
0.0 -0.1 0.0
0.0 -0.1 -0.1
0.0 0.0 0.0
0.0 0.0 0.0
0.0 -0.1 0.0
0.0 -0.1 -0.1
0.0 0.0 0.0
-0.1 0.0 0.1
-0.1 0.0 0.0
0.0 0.0 -0.1
0.0 0.1 0.0
0.0 0.0 0.0
0.0 0.0 0.0
0.1 0.0 0.0
0.0 -0.1 0.0
-0.2 0.1 -0.2
0.9 0.5 -0.8
-0.3 -0.3 0.1
0.0 0.1 0.0
0.3 -0.1 0.3
-0.5 0.1 -1.2
0.0 -1.4 1.4
-0.3 0.7 -0.1
0.2 0.1 0.0
0.0 0.1 0.4
-0.2 0.0 0.3
0.0 -0.1 0.0
0.0 0.0 0.1
0.0 0.0 0.0
-0.1 0.1 0.0
0.0 0.1 0.0
0.0 0.0 0.0
0.0 0.0 0.0
-0.1 0.1 0.0
0.0 0.1 0.0
0.0 0.0 0.0
-0.1 0.0 0.1
0.0 0.0 0.0
0.1 0.0 0.0
0.0 0.0 -0.1
0.0 0.0 0.0
0.0 0.0 0.0
0.0 0.0 -0.1
-0.1 0.0 0.0